1.
DFT (wB97M-V/def2-TZVPD) results for a 14-piece molecular cluster, C35H49BF3N13O2 overall.

Geometry as XYZ:
```
103
Properties=species:S:1:pos:R:3:lowdin_charge:R:1
F 3.11 0.41 1.98 0.0411
C 2.50 -0.92 1.90 -0.4163
F 1.26 -0.97 2.56 0.1021
F 3.38 -1.75 2.67 0.0638
O 2.51 -1.46 0.58 -0.0186
C 1.26 -1.25 -0.13 -0.1217
B 0.96 0.31 -0.56 0.0017
C 0.58 1.52 0.45 -0.1815
O -0.81 1.97 0.30 -0.1449
C -1.70 0.87 0.59 -0.2073
C -1.74 0.32 2.05 -0.0077
C -2.65 -0.88 2.49 -0.0726
C -3.52 -1.50 1.36 -0.1003
C -3.51 -0.95 -0.09 -0.0502
C -2.61 0.27 -0.52 0.0049
H 0.34 -1.74 0.38 0.1358
H 1.37 -1.83 -1.13 0.1305
H 0.99 0.58 -1.73 0.0784
H 1.27 2.41 0.17 0.1365
H 0.77 1.31 1.56 0.0871
H -1.04 0.81 2.82 0.0968
H -2.62 -1.25 3.57 0.0658
H -4.19 -2.40 1.65 0.0100
H -4.18 -1.40 -0.89 0.0750
H -2.62 0.65 -1.60 0.0504
C -6.08 1.76 -2.89 -0.0575
C -4.85 0.91 -2.99 -0.2131
N -3.89 0.24 -3.07 0.1213
H -6.66 1.69 -3.81 0.0639
H -6.70 1.43 -2.06 0.0767
H -5.80 2.80 -2.73 0.0824
C -1.71 1.22 -5.98 -0.0686
C -3.10 1.79 -5.96 -0.2557
N -4.19 2.23 -5.95 0.1131
H -1.01 1.92 -5.52 0.0770
H -1.69 0.28 -5.43 0.0714
H -1.40 1.03 -7.01 0.0759
C 5.91 0.16 -0.05 -0.0577
C 6.41 1.21 -1.00 -0.2393
N 6.81 2.03 -1.74 0.1187
H 5.12 0.57 0.58 0.0550
H 5.50 -0.68 -0.61 0.0811
H 6.73 -0.19 0.58 0.0829
C 4.66 1.14 4.57 -0.0714
C 6.12 1.43 4.67 -0.2516
N 7.28 1.65 4.75 0.1047
H 4.13 1.57 5.43 0.0812
H 4.25 1.58 3.66 0.0583
H 4.49 0.06 4.55 0.0699
C -1.09 -4.45 3.60 -0.0446
C -2.48 -3.89 3.62 -0.2170
N -3.57 -3.45 3.63 0.1409
H -0.40 -3.75 4.06 0.0798
H -1.06 -5.39 4.15 0.0760
H -0.78 -4.64 2.57 0.0815
C 9.13 3.80 0.12 -0.0712
C 10.60 4.07 0.22 -0.2263
N 11.76 4.29 0.30 0.1183
H 8.61 4.23 0.98 0.0810
H 8.74 4.23 -0.80 0.0751
H 8.96 2.72 0.11 0.0593
C 14.18 4.14 -2.29 -0.0795
C 14.68 5.18 -3.24 -0.2571
N 15.07 6.01 -3.98 0.1001
H 13.39 4.55 -1.66 0.0352
H 13.77 3.29 -2.85 0.0766
H 14.99 3.79 -1.66 0.0752
C -10.34 2.74 -2.17 -0.0629
C -9.96 1.80 -3.28 -0.2442
N -9.66 1.07 -4.15 0.1166
H -11.31 3.18 -2.37 0.0801
H -10.38 2.20 -1.22 0.0804
H -9.60 3.54 -2.09 0.0780
C -6.75 -5.25 2.53 -0.0730
C -6.27 -4.20 1.58 -0.2288
N -5.89 -3.37 0.83 0.1345
H -7.54 -4.84 3.16 0.0772
H -7.14 -6.10 1.98 0.0370
H -5.93 -5.58 3.16 0.0613
C -3.74 -8.32 2.58 -0.0611
C -5.11 -8.20 1.99 -0.2292
N -6.19 -8.11 1.52 0.1295
H -3.49 -9.37 2.73 0.0797
H -3.00 -7.87 1.91 0.0775
H -3.70 -7.81 3.54 0.0735
C 13.28 1.22 1.78 -0.0737
C 13.48 -0.11 1.11 -0.2577
N 13.64 -1.15 0.58 0.1011
H 14.15 1.85 1.62 0.0767
H 12.40 1.71 1.37 0.0483
H 13.13 1.07 2.85 0.0775
C -6.74 -1.50 3.86 -0.0776
C -7.29 -0.11 4.01 -0.2510
N -7.73 0.98 4.12 0.1013
H -7.21 -2.16 4.59 0.0747
H -6.95 -1.88 2.86 0.0503
H -5.66 -1.49 4.02 0.0548
C -9.22 2.92 -7.44 -0.0728
C -9.77 4.31 -7.28 -0.2589
N -10.21 5.40 -7.15 0.0988
H -9.69 2.25 -6.72 0.0500
H -9.42 2.56 -8.45 0.0755
H -8.14 2.93 -7.27 0.0760
```

Its largest force on an atom is 5.26 eV/Å. Its calculated total energy is -2549.4282 Ha. The HOMO-LUMO gap is 7.8 eV. Its net charge is 0. The value obtained for the LUMO energy is -0.853 eV.

---

2.
DFT (wB97M-V/def2-TZVPD) results for C35H49BIrN12Se as an isolated structure.

Geometry as XYZ:
```
99
Properties=species:S:1:pos:R:3:lowdin_charge:R:1
Ir 0.89 0.65 -0.06 1.1702
C -1.07 0.48 3.41 -0.0023
C -0.05 -0.53 3.04 -0.2603
C 0.24 -1.70 3.74 0.0720
C 1.29 -2.34 3.11 0.0382
N 1.64 -1.53 1.96 -0.0181
N 0.81 -0.37 2.00 0.0278
B 2.85 -1.86 -0.41 -0.6088
N 2.33 -1.46 -1.79 0.0085
C 2.41 -2.11 -2.97 -0.0310
C 1.61 -1.48 -3.88 0.0208
C 1.03 -0.41 -3.17 -0.3197
C 0.03 0.59 -3.62 -0.0094
N 1.49 -0.41 -1.93 -0.0352
N 3.74 -0.77 0.12 -0.0360
C 5.07 -0.84 0.37 -0.0491
C 5.59 0.42 0.39 0.0167
C 4.49 1.26 0.11 -0.3071
C 4.61 2.73 -0.12 -0.0122
N 3.39 0.54 -0.02 0.0534
N 3.51 -3.23 -0.47 0.1129
C 4.58 -3.82 -1.03 0.0075
C 4.49 -5.19 -0.85 0.0580
C 3.30 -5.43 -0.16 -0.1937
C 2.75 -6.71 0.33 0.0215
N 2.73 -4.22 0.05 0.0609
H -1.43 0.29 4.42 0.1007
H -1.92 0.45 2.73 0.0394
H -0.64 1.48 3.36 0.0860
H -0.26 -2.04 4.62 0.1380
H 1.93 -3.13 3.42 0.1356
H 3.03 -2.98 -3.09 0.1225
H 1.46 -1.74 -4.91 0.1175
H -0.67 0.14 -4.32 0.0950
H 0.51 1.42 -4.13 0.0930
H -0.50 0.95 -2.74 0.0437
H 5.56 -1.78 0.53 0.1191
H 6.60 0.72 0.56 0.1205
H 5.49 2.90 -0.74 0.1015
H 4.75 3.27 0.81 0.0984
H 3.74 3.12 -0.65 0.0527
H 5.35 -3.24 -1.49 0.1513
H 5.18 -5.93 -1.19 0.1316
H 3.57 -7.41 0.47 0.1052
H 2.07 -7.16 -0.40 0.1056
H 2.22 -6.59 1.27 0.0908
C -0.75 3.56 0.41 -0.1838
C -0.60 5.11 0.43 -0.1192
N 0.76 5.47 0.11 -0.1691
C 1.67 4.95 1.10 -0.1314
C 1.48 3.41 1.20 -0.1515
N 0.56 2.96 0.14 -0.2458
C 0.99 3.42 -1.19 -0.1628
C 1.12 4.97 -1.19 -0.1309
H -1.44 3.25 -0.37 0.0680
H -1.11 3.19 1.37 0.0944
H -0.84 5.52 1.42 0.1303
H -1.26 5.58 -0.30 0.1311
H 1.47 5.44 2.05 0.1286
H 2.69 5.20 0.80 0.1201
H 1.03 3.13 2.16 0.1149
H 2.43 2.89 1.10 0.0702
H 0.22 3.11 -1.91 0.1105
H 1.92 2.94 -1.47 0.0880
H 0.47 5.43 -1.94 0.1304
H 2.15 5.28 -1.40 0.1235
C -1.39 -2.77 -1.56 0.0244
C -0.25 -2.81 -0.62 -0.3283
N 0.30 -1.80 -0.05 0.1042
C 1.52 -2.22 0.57 -0.1769
C 1.46 -3.79 0.57 -0.1322
N 0.38 -4.00 -0.35 0.1672
H -1.79 -1.77 -1.64 0.0403
H -2.18 -3.46 -1.25 0.0998
H -1.03 -3.09 -2.54 0.1030
H 2.62 -1.21 2.00 0.1872
H 1.27 -4.27 1.54 0.1592
H -0.07 -4.89 -0.48 0.1652
C -8.79 0.99 0.04 -0.0502
C -7.31 0.87 0.14 -0.2626
C -6.66 -0.33 -0.12 -0.0163
C -5.29 -0.45 -0.07 -0.3183
C -4.65 -1.78 -0.31 -0.1139
C -4.52 0.70 0.21 -0.5775
Se -2.66 0.63 -0.03 0.6391
C -5.15 1.90 0.57 -0.3102
C -4.36 3.10 1.00 -0.0914
C -6.53 1.97 0.53 -0.0132
H -9.24 0.06 -0.28 0.0762
H -9.05 1.77 -0.68 0.0867
H -9.22 1.28 1.00 0.0862
H -7.25 -1.21 -0.37 0.1169
H -5.30 -2.58 0.04 0.0792
H -3.69 -1.85 0.20 0.0109
H -4.48 -1.92 -1.38 0.0823
H -3.50 2.79 1.59 0.0317
H -4.97 3.77 1.60 0.0802
H -4.01 3.66 0.13 0.0809
H -7.02 2.89 0.80 0.1214
```

Its largest force on an atom is 3.38 eV/Å. Its calculated total energy is -4550.1524 Ha. As for the expectation value of S²: 0.8014. Its spin multiplicity is 2. The HOMO-LUMO gap (alpha / beta) is 3.3 / 3.1 eV. Its net charge is +2. The value obtained for the LUMO energy (alpha / beta) is -6.746 / -6.861 eV.

---

3.
DFT (wB97M-V/def2-TZVPD) results for C35H49Cl2N2O2P3V as an isolated structure.

Geometry as XYZ:
```
94
Properties=species:S:1:pos:R:3:lowdin_charge:R:1
P 1.31 0.77 -2.42 1.0933
C 3.06 1.01 -2.79 -0.3090
C 3.65 0.45 -3.94 -0.0697
H 3.08 -0.20 -4.59 0.1100
C 4.98 0.76 -4.24 -0.0488
H 5.44 0.33 -5.13 0.1192
C 5.71 1.61 -3.40 -0.0443
H 6.75 1.85 -3.65 0.1199
C 5.13 2.15 -2.25 -0.0487
H 5.70 2.81 -1.59 0.1221
C 3.80 1.84 -1.94 -0.0636
H 3.34 2.27 -1.04 0.1131
C 0.71 -0.62 -3.39 -0.3237
C 1.30 -1.88 -3.15 -0.0924
H 2.14 -1.97 -2.46 0.1057
C 0.81 -3.01 -3.82 -0.0583
H 1.24 -3.99 -3.58 0.1183
C -0.19 -2.87 -4.78 -0.0550
H -0.55 -3.75 -5.31 0.1199
C -0.74 -1.61 -5.05 -0.0528
H -1.51 -1.50 -5.82 0.1205
C -0.30 -0.49 -4.35 -0.0569
H -0.73 0.50 -4.56 0.1180
C 0.45 2.29 -2.86 -0.3066
C 0.81 2.97 -4.04 -0.0619
H 1.59 2.57 -4.69 0.1167
C 0.15 4.16 -4.39 -0.0464
H 0.43 4.68 -5.31 0.1215
C -0.86 4.67 -3.56 -0.0416
H -1.37 5.59 -3.84 0.1201
C -1.21 4.00 -2.38 -0.0449
H -2.00 4.39 -1.73 0.1188
C -0.55 2.82 -2.02 -0.0742
H -0.79 2.32 -1.08 0.1015
V 0.40 -0.98 1.88 0.3367
C -1.60 -1.57 1.58 -0.1701
C -1.96 -1.65 0.29 -0.3597
H -2.26 -1.89 2.40 0.0346
C -1.07 -0.98 -0.74 -0.4000
O -1.88 0.06 -1.34 -0.0422
H -1.34 0.55 -1.98 0.0511
C 0.19 -0.44 -0.13 -0.2168
H -0.80 -1.71 -1.52 0.1186
C 1.10 0.38 -0.68 -0.2252
Cl -0.15 -1.61 4.04 0.1942
Cl 2.49 -0.05 2.21 0.2056
P 1.65 -3.02 1.71 0.7162
C 2.53 -3.47 3.23 -0.2518
H 1.82 -3.82 3.99 0.0421
H 3.04 -2.59 3.63 0.0409
H 3.28 -4.26 3.03 0.0654
C 0.57 -4.42 1.31 -0.2348
H 0.08 -4.24 0.34 0.0362
H -0.20 -4.51 2.07 0.0543
H 1.15 -5.36 1.25 0.0682
C 2.94 -2.98 0.43 -0.2382
H 3.45 -2.01 0.49 0.0265
H 2.49 -3.10 -0.56 0.0297
H 3.67 -3.79 0.61 0.0674
P -3.51 -2.42 -0.29 0.8900
C -4.15 -3.46 1.01 -0.1648
C -3.04 -3.34 -1.75 -0.1580
H -4.35 -2.86 1.91 0.0751
H -3.43 -4.25 1.27 0.0761
H -5.08 -3.93 0.67 0.0789
H -2.67 -2.66 -2.53 0.0613
H -3.91 -3.89 -2.14 0.0776
H -2.25 -4.06 -1.50 0.0728
C -4.62 -1.08 -0.68 -0.1584
H -4.73 -0.45 0.21 0.0808
H -5.60 -1.48 -0.97 0.0765
H -4.17 -0.49 -1.48 0.0615
H 1.82 0.86 0.00 0.0179
C -2.61 2.63 2.61 -0.0469
N -1.85 2.78 3.83 -0.0871
C -2.36 3.63 4.88 -0.1573
C -1.62 3.39 6.18 -0.1527
C -0.14 3.23 5.91 -0.1596
N 0.04 2.13 5.00 -0.0965
C 1.27 1.39 5.12 -0.0827
C -0.66 2.12 3.81 -0.4540
O -0.28 1.55 2.77 -0.0561
H -1.99 2.93 1.75 0.0858
H -3.51 3.24 2.66 0.0949
H -2.89 1.58 2.45 0.0870
H -2.25 4.69 4.59 0.1349
H -3.43 3.43 5.00 0.1288
H -2.00 2.48 6.65 0.1278
H -1.77 4.22 6.86 0.1239
H 0.41 2.99 6.83 0.1307
H 0.26 4.16 5.48 0.1416
H 2.14 1.99 4.86 0.0991
H 1.35 1.03 6.15 0.1016
H 1.23 0.52 4.46 -0.0390
```

Its largest force on an atom is 3.11 eV/Å. Its calculated total energy is -4511.0796 Ha. As for the expectation value of S²: 0.7741. Its spin multiplicity is 2. The HOMO-LUMO gap (alpha / beta) is 6.1 / 6.6 eV. Its net charge is +2. The value obtained for the LUMO energy (alpha / beta) is -6.373 / -5.827 eV.

---

4.
DFT (wB97M-V/def2-TZVPD) results for C35H50B3Cl45O5 as an isolated structure.

Geometry as XYZ:
```
138
Properties=species:S:1:pos:R:3:lowdin_charge:R:1
C 6.68 -4.28 3.84 -0.0783
C 6.38 -3.56 2.49 -0.1327
B 5.13 -2.66 2.74 -0.5496
O 3.81 -3.10 2.49 0.2473
B 3.01 -2.69 3.55 -0.3399
O 2.96 -1.34 3.82 0.2297
B 4.02 -0.74 3.13 -0.5518
C 3.89 0.52 2.22 -0.0009
C 2.82 1.52 2.65 -0.2254
O 2.76 2.59 1.70 -0.1711
C 1.57 2.63 0.93 -0.1837
C 1.68 1.87 -0.38 -0.1517
O 1.57 0.45 -0.25 -0.0571
C 0.35 0.03 0.26 -0.2821
C -0.86 0.35 -0.33 0.0135
C -2.03 -0.09 0.27 -0.0178
C -2.03 -0.84 1.44 -0.1774
C -3.34 -1.29 2.11 -0.4555
C -3.17 -1.28 3.63 -0.0505
C -4.40 -0.18 1.85 -0.0858
C -3.91 -2.60 1.53 -0.1111
C -3.04 -3.86 1.51 -0.5442
C -2.55 -4.35 2.89 -0.0549
C -3.96 -5.00 0.98 -0.0793
C -1.83 -3.81 0.54 -0.0294
C -0.79 -1.17 2.00 -0.0173
C 0.38 -0.74 1.41 0.0140
O 5.26 -1.38 3.27 0.2926
H 6.43 -3.61 4.66 0.0760
H 6.04 -5.15 3.94 0.0802
H 7.72 -4.61 3.89 0.0664
H 7.24 -2.97 2.18 0.0717
H 6.16 -4.28 1.71 0.0786
H 2.47 -3.51 4.23 0.1242
H 4.86 1.03 2.24 0.1283
H 3.71 0.22 1.18 0.1297
H 3.14 1.96 3.59 0.0559
H 1.86 1.05 2.83 0.1150
H 0.70 2.34 1.53 0.1305
H 1.41 3.68 0.67 0.1267
H 2.67 2.06 -0.79 0.1367
H 0.94 2.22 -1.11 0.1149
H -0.90 0.93 -1.25 0.1142
H -2.95 0.18 -0.23 0.1102
H -2.89 -0.28 3.96 0.0955
H -4.10 -1.55 4.14 0.0900
H -2.37 -1.93 3.99 0.0552
H -3.92 0.76 2.14 0.0919
H -5.22 -0.35 2.54 0.0650
H -4.72 -0.12 0.81 0.0242
H -4.84 -2.81 2.07 0.1112
H -4.19 -2.40 0.49 0.1318
H -1.64 -3.85 3.23 0.0616
H -3.31 -4.15 3.65 0.0845
H -2.39 -5.42 2.87 0.0813
H -4.85 -5.04 1.61 0.0481
H -3.43 -5.95 1.02 0.0802
H -4.26 -4.74 -0.04 0.0849
H -1.82 -4.70 -0.09 0.0751
H -1.80 -2.92 -0.09 0.0772
H -0.91 -3.86 1.12 0.0717
H -0.70 -1.78 2.89 0.1059
H 1.35 -0.99 1.83 0.1079
C -7.57 2.30 1.17 -1.5204
Cl -7.02 1.08 0.02 0.5083
Cl -8.08 1.55 2.69 0.5301
Cl -6.30 3.49 1.46 0.5350
H -8.42 2.81 0.74 0.0128
C 2.53 2.45 7.02 -1.5503
Cl 4.11 2.84 7.73 0.5274
Cl 2.63 1.02 6.01 0.6258
Cl 1.32 2.25 8.29 0.5463
H 2.23 3.29 6.40 -0.0567
C 2.95 5.06 3.54 -1.5207
Cl 1.25 4.86 3.98 0.5544
Cl 3.29 6.72 3.07 0.5430
Cl 3.98 4.55 4.89 0.5623
H 3.15 4.41 2.70 -0.0135
C 9.51 -4.08 -0.02 -1.5412
Cl 8.58 -3.03 -1.09 0.5287
Cl 10.13 -3.18 1.37 0.5333
Cl 8.53 -5.45 0.52 0.5516
H 10.35 -4.47 -0.57 0.0085
C -3.26 3.30 -4.51 -1.5317
Cl -1.63 3.63 -3.94 0.5143
Cl -3.23 2.20 -5.89 0.5071
Cl -4.28 2.72 -3.19 0.5206
H -3.69 4.23 -4.87 0.0115
C 6.73 3.49 10.32 -1.5590
Cl 6.35 5.16 10.75 0.5336
Cl 8.39 3.37 9.73 0.5326
Cl 6.48 2.42 11.70 0.5374
H 6.06 3.19 9.53 -0.0585
C 9.03 -0.05 13.41 -1.5657
Cl 9.55 -1.43 12.44 0.5215
Cl 8.45 -0.58 14.99 0.5203
Cl 10.34 1.12 13.59 0.5190
H 8.21 0.43 12.90 -0.0405
C -3.52 -3.91 -6.40 -1.5576
Cl -4.12 -2.92 -5.06 0.5172
Cl -1.96 -3.32 -6.96 0.5008
Cl -3.43 -5.61 -5.92 0.5257
H -4.22 -3.83 -7.22 0.0086
C -1.31 -0.68 -10.01 -1.5472
Cl -2.88 -1.42 -9.73 0.5181
Cl -1.27 0.98 -9.42 0.5184
Cl -0.02 -1.65 -9.28 0.5150
H -1.14 -0.66 -11.08 -0.0768
C -3.57 3.81 -10.35 -1.5863
Cl -3.66 3.68 -8.58 0.4602
Cl -4.72 2.70 -11.10 0.5356
Cl -3.86 5.47 -10.87 0.5330
H -2.58 3.52 -10.66 -0.0504
C 0.48 6.95 -4.14 -1.5185
Cl 1.02 5.92 -5.49 0.4458
Cl -1.22 7.38 -4.33 0.5195
Cl 0.76 6.15 -2.59 0.5108
H 1.06 7.86 -4.16 0.0118
C -8.21 2.98 -4.53 -1.5579
Cl -7.65 1.78 -5.70 0.5264
Cl -9.93 3.33 -4.77 0.5288
Cl -7.90 2.43 -2.88 0.4843
H -7.66 3.89 -4.69 0.0096
C 1.24 4.10 -9.05 -1.4827
Cl 1.81 4.44 -7.41 0.4844
Cl 1.88 2.58 -9.66 0.5390
Cl -0.53 4.13 -9.08 0.5313
H 1.60 4.90 -9.69 0.0173
C -8.33 -3.38 2.13 -1.5482
Cl -7.90 -1.79 1.50 0.5096
Cl -10.08 -3.52 2.35 0.5288
Cl -7.73 -4.66 1.08 0.5461
H -7.86 -3.49 3.10 0.0130
C 0.24 -2.91 -13.11 -1.5401
Cl 0.37 -1.15 -12.96 0.5572
Cl -1.44 -3.42 -12.94 0.5384
Cl 0.92 -3.46 -14.64 0.5403
H 0.81 -3.35 -12.30 0.0118
```

Its largest force on an atom is 1.88 eV/Å. Its calculated total energy is -22523.1973 Ha. The HOMO-LUMO gap is 8.7 eV. Its net charge is 0. The value obtained for the LUMO energy is 0.125 eV.